Formula: C11H18O
Source: the Open Molecules 2025 dataset
Level of theory: ωB97M-V/def2-TZVPD

## Properties
**Spin multiplicity**: 2
**ΔE to the lowest compared entry with this formula, charge and spin**: 3.692 eV
**Energy**: -13741.51914 eV
**LUMO energy (alpha / beta)**: 3.54 / 3.41 eV
**Charge**: -1

Last column: Mulliken spin population.
Positions of all 30 atoms, in Å:
C (2.426388, -2.108112, 0.416461)  -0.330
C (1.857310, -3.478770, 1.134763)  0.202
C (1.502011, -1.287835, -0.293510)  -0.411
C (2.032248, -0.661664, -1.432824)  0.914
C (0.213463, -0.980172, 0.176645)  0.451
C (1.097088, -0.100061, -2.383850)  -0.475
C (-0.665291, -0.423118, -0.756141)  0.174
C (-0.167715, -0.049644, -2.084480)  0.526
O (-1.289363, -0.053673, -2.967036)  -0.093
H (2.729380, -1.424650, 1.222049)  -0.042
H (3.124566, -2.427071, -0.405454)  0.034
H (2.437646, -4.287069, 1.717288)  -0.051
H (3.085311, -0.865741, -1.662413)  0.085
H (-0.114319, -1.171854, 1.240178)  0.100
H (1.488322, 0.618196, -3.271323)  -0.083
H (-1.700749, -0.311564, -0.827574)  -0.035
H (-1.297739, 0.684673, -3.586462)  0.016
H (1.144104, -4.135019, 0.434836)  -0.016
H (1.097848, -3.086171, 1.769753)  -0.007
C (-2.404233, 3.028033, 2.098475)  -0.007
C (-1.039793, 3.251344, 1.566726)  -0.052
C (-2.543036, 1.969433, 3.137016)  0.029
H (-2.865504, 4.048642, 2.358200)  -0.011
H (-2.946245, 2.485199, 1.235437)  -0.006
H (-0.566731, 2.469900, 1.177978)  0.158
H (-2.265863, 1.015190, 2.560877)  -0.001
H (-1.982056, 2.281826, 4.058007)  -0.013
H (-0.163734, 3.841228, 2.040474)  -0.042
H (-1.216237, 3.841561, 0.616544)  -0.020
H (-3.523730, 1.895508, 3.582201)  0.005

Forces on atoms 1 to 3 (eV/Å):
C 1.4 -3.5 1.5
C -1.5 -0.9 -1.8
C -2.5 1.1 -0.4